(1)
11
Properties=species:S:1:pos:R:3:lowdin_charge:R:1 method="wB97M-V/def2-TZVPD" e_lumo_ev="0.43 / 0.39" e_homo_ev="-7.35 / -7.50" homo_lumo_gap_ev="7.78 / 7.89" smiles="N#CN.C=C"
N 1.66 -1.30 -0.17 0.09
C 1.66 -0.01 -0.45 -0.34
N 1.38 1.11 -0.10 0.13
H 2.19 -1.66 0.61 0.11
H 0.92 -1.83 -0.63 0.10
C -0.82 0.72 -0.38 -0.21
C -1.53 0.48 0.75 -0.08
H -1.11 0.64 1.73 0.04
H -2.56 0.15 0.75 0.04
H -0.95 0.00 -1.25 0.07
H -0.82 1.70 -0.86 0.06



(2)
98
Properties=species:S:1:pos:R:3:lowdin_charge:R:1 method="wB97M-V/def2-TZVPD" e_lumo_ev=1.88 e_homo_ev=-5.94 charge=-1 homo_lumo_gap_ev=7.82
C 1.18 -2.53 -0.13 0.12
C 1.92 -1.48 0.21 -0.06
C 2.43 -0.04 0.61 -0.11
C 1.35 1.02 1.23 -0.26
C 2.38 2.07 1.99 -0.15
C 2.99 1.61 3.38 -0.69
O 3.40 0.47 3.76 -0.06
I 3.28 3.21 4.90 0.73
C 0.18 0.45 2.12 -0.20
C 0.39 -0.47 3.39 -0.07
C 0.94 -1.96 3.24 -0.29
O 2.14 -2.28 3.48 0.07
O 0.00 -2.97 2.80 0.01
C 0.45 -4.30 3.14 -0.35
C 0.56 -5.36 1.90 -0.01
O 0.72 -4.74 4.30 0.05
S -0.71 1.94 2.90 0.82
O -2.11 1.59 3.38 -0.34
O 0.02 2.40 4.18 -0.38
O -0.58 3.21 1.83 -0.23
C -0.65 2.72 0.42 -0.23
C -2.12 2.08 0.28 -0.10
C -2.77 2.42 -1.19 -0.19
O -3.67 3.56 -1.03 -0.17
C -4.26 3.75 -2.36 -0.08
C -5.86 3.97 -2.11 -0.30
F -6.13 4.58 -0.83 0.06
F -6.52 2.68 -2.13 0.04
F -6.35 4.76 -3.22 0.02
C 0.61 1.83 -0.03 -0.17
C 1.63 2.98 -0.64 -0.14
C 1.19 3.62 -2.05 -0.19
C 2.37 3.42 -3.18 -0.21
C 1.71 3.46 -4.65 -0.23
S 1.92 1.91 -5.65 0.77
O 2.12 2.28 -7.13 -0.38
O 3.20 1.18 -5.21 -0.36
O 0.55 0.91 -5.47 -0.20
C 0.35 0.84 -1.30 -0.41
O -0.69 0.06 -1.44 -0.06
O 1.33 0.59 -2.32 -0.19
H 0.43 -3.37 -0.42 0.08
H 2.89 0.50 -0.32 0.12
H 3.36 -0.20 1.30 0.13
H 3.32 2.18 1.30 0.14
H 1.95 3.13 2.10 0.09
H -0.58 -0.09 1.41 0.17
H -0.69 -0.61 3.84 0.15
H 0.96 0.01 4.29 0.14
H 1.51 -5.13 1.28 0.09
H -0.37 -5.14 1.22 0.09
H 0.51 -6.46 2.25 0.09
H -0.73 3.73 -0.16 0.17
H -2.19 0.94 0.42 0.11
H -2.85 2.57 1.04 0.13
H -1.92 2.61 -1.96 0.12
H -3.31 1.45 -1.56 0.15
H -4.07 2.84 -3.04 0.14
H -3.78 4.73 -2.79 0.15
H 1.63 3.88 0.11 0.12
H 2.72 2.60 -0.74 0.11
H 0.16 3.30 -2.45 0.10
H 1.12 4.79 -1.94 0.12
H 3.02 2.49 -2.97 0.10
H 3.06 4.35 -3.10 0.12
H 2.23 4.31 -5.25 0.12
H 0.60 3.80 -4.55 0.12
H 0.94 0.08 -5.08 0.09
O -4.61 -3.77 4.55 -0.28
S -5.59 -2.88 3.96 0.60
O -5.38 -2.27 2.67 -0.28
O -5.96 -1.72 5.03 -0.27
C -4.91 -0.95 5.60 -0.27
C -4.40 0.10 4.63 -0.09
C -7.16 -3.69 3.95 -0.13
H -4.10 -1.60 5.95 0.12
H -5.32 -0.45 6.48 0.12
H -3.90 -0.37 3.78 0.06
H -3.68 0.76 5.12 0.07
H -5.22 0.69 4.24 0.09
H -7.35 -4.12 4.94 0.07
H -7.12 -4.49 3.20 0.07
H -7.93 -2.97 3.68 0.07
O 4.71 -3.17 -1.47 -0.30
S 4.13 -3.02 -2.78 0.60
O 3.12 -3.92 -3.28 -0.30
O 5.33 -2.93 -3.88 -0.27
C 6.31 -3.96 -3.90 -0.28
C 5.77 -5.21 -4.57 -0.08
C 3.54 -1.36 -2.96 -0.13
H 6.67 -4.18 -2.89 0.11
H 7.15 -3.58 -4.48 0.12
H 4.98 -5.67 -3.97 0.07
H 6.57 -5.95 -4.70 0.07
H 5.34 -4.98 -5.55 0.08
H 4.32 -0.67 -2.63 0.08
H 2.65 -1.25 -2.33 0.03
H 3.28 -1.19 -4.00 0.06



(3)
151
Properties=species:S:1:pos:R:3:lowdin_charge:R:1 method="wB97M-V/def2-TZVPD" e_lumo_ev=-0.16 e_homo_ev=-9.55 homo_lumo_gap_ev=9.39 smiles="CO[C@](C[C@@H](C)O)(C(=O)NC(=O)F)[C@@](Br)(CCCI)OCCCO[Si](C)(C)C.C[C@@H]1COC(=O)O1.C[C@@H]1COC(=O)O1.C[C@@H]1COC(=O)O1.C[C@@H]1COC(=O)O1.C[C@@H]1COC(=O)O1.C[C@@H]1COC(=O)O1.C[C@@H]1COC(=O)O1"
C 3.35 -1.89 4.20 -0.04
O 2.12 -1.91 3.49 -0.13
C 1.43 -0.70 3.34 -0.33
C 2.27 0.48 2.81 -0.10
C 3.37 0.23 1.74 -0.40
C 4.80 0.46 2.26 -0.03
O 3.33 -1.06 1.14 -0.08
C 0.89 -0.23 4.73 -0.30
O 0.67 0.92 4.97 0.17
N 0.81 -1.22 5.80 0.20
C -0.09 -2.25 5.74 -0.53
O -1.28 -2.22 5.67 0.18
F 0.56 -3.44 5.88 0.08
C 0.12 -1.04 2.49 -0.60
Br 0.23 -0.28 0.66 0.97
C -0.11 -2.55 2.33 -0.16
C 0.79 -3.27 1.32 -0.33
C 0.06 -3.57 0.00 -0.67
I 1.33 -3.35 -1.68 0.85
O -0.99 -0.55 3.17 -0.14
C -1.48 0.76 2.90 -0.20
C -2.61 0.74 1.86 -0.17
C -3.96 1.10 2.43 -0.26
O -4.43 0.11 3.34 -0.19
Si -5.92 -0.55 3.04 0.41
C -5.81 -2.05 1.92 -0.14
C -7.07 0.70 2.23 -0.15
C -6.63 -1.09 4.68 -0.16
H 3.57 -0.93 4.68 0.11
H 3.31 -2.66 4.97 0.09
H 4.16 -2.16 3.52 0.09
H 2.76 0.96 3.66 0.11
H 1.58 1.23 2.43 0.09
H 3.21 0.98 0.96 0.13
H 4.83 1.09 3.15 0.08
H 5.24 -0.50 2.52 0.05
H 5.42 0.89 1.48 0.08
H 3.03 -0.98 0.23 0.05
H 1.72 -1.54 6.10 0.13
H -1.16 -2.62 2.02 0.13
H -0.05 -3.04 3.30 0.11
H 1.09 -4.23 1.75 0.11
H 1.71 -2.73 1.15 0.04
H -0.75 -2.86 -0.17 0.01
H -0.39 -4.56 0.01 0.05
H -0.68 1.44 2.63 0.10
H -1.88 1.13 3.85 0.13
H -2.39 1.37 0.99 0.09
H -2.67 -0.28 1.47 0.11
H -3.91 2.05 2.96 0.13
H -4.65 1.22 1.59 0.08
H -6.67 -2.09 1.26 0.03
H -5.85 -2.95 2.55 0.03
H -4.89 -2.07 1.34 0.03
H -7.01 0.61 1.15 0.03
H -8.09 0.42 2.51 0.04
H -6.89 1.73 2.53 0.02
H -7.05 -0.25 5.22 0.03
H -5.87 -1.58 5.29 0.03
H -7.44 -1.80 4.49 0.03
C -5.45 4.68 -2.87 -0.01
C -4.80 3.89 -1.77 -0.33
C -3.38 3.45 -2.05 -0.08
O -3.27 2.26 -1.26 0.05
C -4.51 1.73 -1.15 -0.57
O -4.73 0.64 -0.74 0.14
O -5.44 2.60 -1.58 0.10
H -5.49 4.10 -3.79 0.08
H -6.47 4.96 -2.61 0.09
H -4.88 5.58 -3.06 0.10
H -4.86 4.43 -0.82 0.10
H -2.63 4.18 -1.74 0.14
H -3.24 3.19 -3.10 0.12
C -1.30 2.60 -8.23 -0.01
C -2.18 3.57 -7.48 -0.31
C -2.29 3.33 -5.99 -0.10
O -3.59 3.86 -5.69 0.03
C -4.34 3.74 -6.82 -0.57
O -5.52 3.89 -6.85 0.17
O -3.56 3.43 -7.87 0.09
H -1.68 1.58 -8.13 0.09
H -1.30 2.84 -9.29 0.10
H -0.28 2.64 -7.86 0.06
H -1.88 4.60 -7.68 0.16
H -1.53 3.85 -5.40 0.13
H -2.28 2.27 -5.74 0.14
C 4.08 -5.13 -6.78 -0.02
C 4.20 -4.12 -5.67 -0.33
C 2.89 -3.56 -5.17 -0.12
O 3.28 -2.26 -4.69 0.03
C 4.37 -1.88 -5.40 -0.57
O 4.82 -0.78 -5.41 0.16
O 4.86 -2.92 -6.11 0.09
H 3.59 -4.69 -7.65 0.09
H 5.07 -5.48 -7.09 0.09
H 3.50 -5.99 -6.44 0.09
H 4.78 -4.53 -4.83 0.16
H 2.44 -4.14 -4.37 0.07
H 2.16 -3.42 -5.97 0.14
C 2.77 -6.19 5.29 -0.02
C 4.02 -6.46 4.49 -0.32
C 5.04 -7.36 5.15 -0.08
O 6.27 -6.90 4.57 0.07
C 6.11 -5.60 4.25 -0.56
O 6.97 -4.85 3.93 0.16
O 4.81 -5.26 4.33 0.07
H 3.02 -5.73 6.24 0.09
H 2.10 -5.51 4.75 0.08
H 2.24 -7.12 5.47 0.09
H 3.77 -6.82 3.49 0.16
H 4.90 -8.42 4.93 0.14
H 5.08 -7.21 6.23 0.14
C 3.35 5.03 -4.18 -0.02
C 2.22 4.60 -5.08 -0.33
C 2.32 3.18 -5.61 -0.08
O 1.61 3.27 -6.85 0.03
C 1.73 4.55 -7.30 -0.57
O 1.42 4.91 -8.38 0.17
O 2.22 5.34 -6.32 0.09
H 4.30 4.97 -4.71 0.09
H 3.21 6.07 -3.87 0.09
H 3.38 4.40 -3.30 0.09
H 1.25 4.76 -4.60 0.15
H 1.85 2.44 -4.96 0.14
H 3.35 2.89 -5.82 0.14
C 7.62 -2.53 2.05 -0.03
C 8.16 -1.78 0.86 -0.32
C 9.08 -2.57 -0.04 -0.09
O 9.92 -1.55 -0.60 0.06
C 9.98 -0.54 0.30 -0.57
O 10.74 0.37 0.25 0.17
O 9.05 -0.71 1.27 0.08
H 8.43 -2.90 2.68 0.09
H 6.99 -1.89 2.65 0.07
H 7.03 -3.38 1.72 0.09
H 7.35 -1.33 0.28 0.16
H 8.57 -3.11 -0.84 0.14
H 9.71 -3.27 0.52 0.14
C -10.17 4.91 2.19 -0.02
C -8.70 4.58 2.21 -0.32
C -7.83 5.55 2.99 -0.08
O -6.56 5.42 2.32 0.07
C -6.81 5.05 1.05 -0.51
O -6.00 5.04 0.18 0.14
O -8.11 4.69 0.90 0.10
H -10.33 5.89 1.75 0.09
H -10.71 4.18 1.60 0.09
H -10.57 4.90 3.20 0.09
H -8.53 3.56 2.56 0.14
H -7.72 5.30 4.05 0.14
H -8.17 6.58 2.89 0.14



(4)
82
Properties=species:S:1:pos:R:3:lowdin_spin:R:1 method="wB97M-V/def2-TZVPD" e_lumo_ev="-6.21 / -6.39" e_homo_ev="-13.20 / -13.38" charge=+2 s_squared=3.7905 spin_multiplicity=4 homo_lumo_gap_ev="6.99 / 6.99"
Tc 0.85 -1.30 1.30 1.79
C -1.24 -1.45 2.43 -0.01
C -0.88 -2.55 1.58 0.01
C 0.82 -2.25 3.16 0.00
C -0.20 -1.24 3.37 -0.02
C 0.34 -3.13 2.13 0.07
C -2.59 -0.81 2.48 0.00
H -3.10 -0.85 1.51 0.00
H -2.51 0.24 2.80 0.00
H -3.24 -1.33 3.20 0.00
C -0.26 -0.38 4.59 0.00
H -1.30 -0.13 4.84 0.00
H 0.31 0.55 4.44 0.00
H 0.18 -0.93 5.43 0.00
C 2.02 -2.46 4.01 0.00
H 1.80 -2.86 5.01 0.00
H 2.53 -1.50 4.15 0.00
H 2.71 -3.15 3.52 0.00
C 0.95 -4.41 1.72 0.04
H 0.58 -5.21 2.38 0.01
H 2.05 -4.36 1.81 0.00
H 0.68 -4.62 0.68 0.00
C -1.74 -3.23 0.59 0.00
H -2.23 -4.13 1.02 0.00
H -1.12 -3.56 -0.25 0.00
H -2.53 -2.57 0.21 0.00
C -2.30 2.70 -0.43 0.00
C -3.12 1.65 -0.69 0.01
C -3.25 0.77 -1.91 0.01
C -2.26 -0.42 -1.89 0.09
C -0.88 0.02 -1.87 0.50
C -0.17 1.21 -2.31 0.11
C 0.04 2.52 -1.55 0.05
C -1.21 3.34 -1.24 0.00
H -3.15 1.32 -2.85 0.00
H -2.41 -1.13 -2.73 0.03
H -4.26 0.34 -1.84 0.00
H -1.56 3.78 -2.19 0.00
H -2.43 3.18 0.56 0.00
H -3.77 1.32 0.13 0.00
H -0.85 4.14 -0.58 0.00
H 0.63 2.31 -0.63 0.00
H 0.93 0.88 -2.37 0.00
H 0.70 3.11 -2.20 0.00
H -2.45 -1.03 -0.99 0.01
H -0.23 -0.66 -1.28 0.02
P -0.73 0.86 -3.99 0.06
C -0.68 2.55 -4.64 0.02
C -2.07 0.18 -5.01 0.01
P 1.28 -1.35 -3.20 0.03
C 0.71 -0.08 -4.50 0.01
C 0.70 -2.80 -4.21 0.00
C 3.00 -1.28 -3.86 0.01
H 0.18 3.11 -4.27 0.00
H -1.60 3.08 -4.36 0.00
H -0.64 2.47 -5.72 0.00
H -1.84 0.53 -6.04 0.00
H -3.08 0.56 -4.77 0.00
H -2.08 -0.92 -5.04 0.00
H 3.00 -0.84 -4.86 0.00
H 3.42 -2.29 -3.88 0.00
H 3.60 -0.65 -3.19 0.00
H 1.50 0.67 -4.68 0.00
H 0.45 -0.56 -5.45 0.00
H 1.37 -3.64 -4.01 0.00
H 0.72 -2.57 -5.28 0.00
H -0.32 -3.07 -3.92 0.00
O 0.55 3.25 2.30 0.00
C 1.44 2.86 3.26 0.00
C 1.55 3.54 4.48 0.00
C 2.57 3.20 5.37 0.00
C 3.47 2.18 5.07 0.00
C 3.33 1.46 3.90 0.00
C 2.30 1.77 2.99 0.00
C 1.88 0.76 2.02 0.02
O 2.57 -0.31 1.83 0.03
O 0.74 0.82 1.44 0.08
H 0.11 4.08 2.59 0.00
H 0.83 4.34 4.69 0.00
H 2.65 3.76 6.30 0.00
H 4.27 1.96 5.76 0.00
H 4.00 0.65 3.63 0.00



(5)
46
Properties=species:S:1:pos:R:3:lowdin_spin:R:1 method="wB97M-V/def2-TZVPD" e_lumo_ev="-6.94 / -7.93" e_homo_ev="-15.12 / -15.14" charge=+2 s_squared=0.7569 spin_multiplicity=2 homo_lumo_gap_ev="8.18 / 7.21"
Ir 0.17 -0.83 0.19 0.20
C 3.30 -2.02 -0.09 0.00
C 2.47 -2.92 0.81 0.00
S 1.22 -2.09 1.82 -0.01
C 2.12 -0.95 2.90 0.00
C 2.62 0.33 2.24 0.00
S 1.27 1.06 1.26 0.00
C 2.10 1.74 -0.20 0.00
C 2.97 0.71 -0.90 0.00
S 2.19 -0.95 -1.05 0.01
H 3.87 -2.63 -0.79 0.00
H 4.01 -1.41 0.46 0.00
H 3.10 -3.52 1.47 0.00
H 1.86 -3.61 0.22 0.00
H 2.92 -1.49 3.40 0.00
H 1.38 -0.70 3.66 0.00
H 3.50 0.20 1.63 0.00
H 2.86 1.05 3.02 0.00
H 2.69 2.62 0.06 0.00
H 1.28 2.06 -0.83 0.00
H 3.94 0.56 -0.45 0.00
H 3.14 1.05 -1.93 0.00
C -3.83 2.77 -0.95 0.00
C -3.25 1.92 0.15 0.00
C -3.81 1.85 1.42 0.00
C -3.25 1.02 2.36 0.00
C -2.14 0.27 2.02 0.00
Br -1.43 -0.87 3.30 0.00
N -1.56 0.33 0.81 0.01
C -2.13 1.15 -0.09 0.00
H -4.55 3.48 -0.54 0.00
H -4.35 2.15 -1.68 0.00
H -3.06 3.34 -1.47 0.00
H -4.69 2.44 1.66 0.00
H -3.66 0.94 3.36 0.00
H -1.66 1.20 -1.06 0.00
C -0.84 -0.17 -4.07 0.00
C -0.86 -0.80 -2.71 0.00
O -1.41 -1.95 -2.64 0.02
O -0.33 -0.18 -1.75 0.00
H -1.85 -0.14 -4.46 0.00
H -0.26 -0.82 -4.74 0.00
H -0.40 0.82 -4.04 0.00
O -2.99 -1.76 -0.58 0.07
S -2.00 -2.71 -1.04 0.05
N -0.63 -2.54 -0.18 0.63



| no. | E (eV) |
| --- | --- |
| 1 | -6183.256 |
| 2 | -128218.792 |
| 3 | -193379.192 |
| 4 | -58756.316 |
| 5 | -140188.783 |